22
Properties=species:S:1:pos:R:3:forces:R:3 method="wB97M-V/def2-TZVPD" homo_lumo_gap_ha="0.2093 / 0.2093" max_force_ev_per_a=3.74 e_tot_ev=-9424.2239 relative_energy_ev=5.261
C -0.3139 1.3174 -0.9697 -0.8 -2.8 -0.5
C 0.5312 1.4137 0.2515 0.2 -1.9 1.7
C -1.6962 1.8941 -0.9211 -0.4 -0.2 -0.2
C 1.8592 -1.3262 0.1128 -0.5 0.1 -1.2
N 0.2918 0.2295 1.1875 0.4 1.6 -0.8
C 0.4191 -1.0713 0.5722 0.5 0.3 2.0
N -0.5566 -0.7227 -0.9326 1.8 2.9 1.5
C -0.1162 -2.0619 1.4595 -0.8 -0.1 -0.8
H -0.6281 0.3202 1.6119 0.2 -0.2 -0.1
H 0.2043 1.4158 -1.9182 -0.1 0.0 0.0
H -0.1392 -1.2809 -1.6729 -0.9 0.1 -0.3
H -1.4524 -0.9498 -0.5059 -0.1 -0.3 -0.8
H 1.5935 1.4190 0.0064 -0.1 0.1 0.0
H 0.2912 2.2941 0.8541 0.0 0.1 -0.3
H -2.3029 1.5424 -1.7611 0.1 0.1 0.1
H -2.2171 1.6302 0.0039 0.2 0.0 0.0
H -1.6726 2.9911 -0.9761 0.2 -0.2 0.0
H 1.9723 -2.3664 -0.2001 -0.1 0.1 0.1
H 2.1344 -0.6958 -0.7362 0.3 0.2 -0.2
H 2.5590 -1.1329 0.9270 -0.3 0.0 0.1
H -0.5121 -3.0003 1.0940 0.6 -0.2 -0.1
H -0.2489 -1.8594 2.5133 -0.4 0.4 -0.2